Entry 1:
Formula: C3ClO2
Source: the OMol25 dataset
Level of theory: ωB97M-V/def2-TZVPD

Structure (XYZ):
```
6
Properties=species:S:1:pos:R:3:lowdin_charge:R:1
C 0.552 1.163 -0.074 -0.411
C 1.026 -0.017 0.100 -0.103
C 0.014 -0.903 0.041 -0.897
O 0.154 2.233 -0.281 0.080
O 0.055 -2.078 -0.054 -0.060
Cl -1.802 -0.398 0.267 0.392
```

The SMILES is O=C=C=C([O-])Cl. Its lowest unoccupied orbital energy is 4.0 eV. Its HOMO energy is -4.3 eV. Its charge is -1. The energy relative to the best compared isomer or geometry (same formula, charge and spin) comes out at 44.38 kJ/mol. The orbital gap comes out at 8.241 eV.

=====

Entry 2:
Formula: C3H4N3OS
Source: the OMol25 dataset
Level of theory: ωB97M-V/def2-TZVPD

Structure (XYZ):
```
12
Properties=species:S:1:pos:R:3:lowdin_charge:R:1
C 1.991 0.976 -0.073 -0.583
C 0.006 -0.468 -0.053 -0.675
C 2.635 -0.193 -0.566 -0.680
N 0.743 -1.425 -0.378 0.076
N 0.586 0.816 0.051 0.079
N -1.376 -0.367 0.215 0.054
O 2.375 2.136 -0.095 0.004
S 3.899 -0.879 0.297 0.416
H 2.736 -0.147 -1.627 0.052
H 0.103 1.725 0.186 0.139
H -1.754 0.260 0.954 0.073
H -1.889 -1.179 0.473 0.045
```

Its lowest unoccupied orbital energy (alpha / beta) is 3.8 / 3.8 eV. Its HOMO energy (alpha / beta) is -3.2 / -3.2 eV. Its charge is -1. The energy relative to the best compared isomer or geometry (same formula, charge and spin) comes out at 0.00 kJ/mol. The orbital gap (alpha / beta) comes out at 7.034 / 7.033 eV.

=====

Entry 3:
Formula: C31H50N2OS
Source: the OMol25 dataset
Level of theory: ωB97M-V/def2-TZVPD

Structure (XYZ):
```
85
Properties=species:S:1:pos:R:3:lowdin_charge:R:1
N 0.220 -2.453 6.541 0.174
C -0.542 -1.591 6.472 -0.340
O -1.482 -0.722 6.240 0.072
C -1.124 0.230 5.245 -0.219
C -0.623 -0.195 4.036 -0.007
C -0.287 0.721 3.049 -0.064
C -0.481 2.070 3.326 -0.443
C -1.001 2.488 4.550 -0.258
C -1.331 1.564 5.526 0.077
N -1.225 3.885 4.811 0.054
C -0.053 4.664 4.532 -0.277
C 0.473 5.551 5.457 -0.017
C 1.592 6.308 5.155 -0.082
C 2.223 6.184 3.923 -0.081
C 1.720 5.288 2.989 -0.098
C 0.596 4.543 3.304 -0.453
S -0.082 3.355 2.158 1.028
H -0.456 -1.247 3.836 0.120
H 0.133 0.412 2.102 0.103
H -1.748 1.897 6.466 0.136
H -1.933 4.183 4.138 0.132
H -0.018 5.636 6.419 0.115
H 2.002 7.019 5.861 0.104
H 3.107 6.755 3.675 0.105
H 2.178 5.132 2.021 0.104
C -0.747 -1.942 -0.816 -0.099
C -0.219 -3.153 -0.054 -0.255
C 0.909 -2.808 0.917 -0.220
C 2.166 -2.229 0.264 -0.225
C 2.805 -3.117 -0.802 -0.272
C 3.292 -4.458 -0.259 -0.107
H 0.028 -1.480 -1.431 0.052
H -1.563 -2.233 -1.480 0.065
H -1.128 -1.187 -0.123 0.062
H 0.111 -3.917 -0.764 0.100
H -1.040 -3.600 0.513 0.106
H 1.171 -3.702 1.488 0.105
H 0.536 -2.085 1.651 0.087
H 2.902 -2.027 1.048 0.113
H 1.930 -1.257 -0.182 0.092
H 3.655 -2.580 -1.230 0.092
H 2.104 -3.286 -1.624 0.100
H 4.034 -4.311 0.528 0.076
H 3.756 -5.047 -1.052 0.070
H 2.473 -5.051 0.151 0.066
C 5.145 -1.303 -6.300 -0.112
C 4.028 -0.265 -6.236 -0.271
C 4.378 0.948 -5.375 -0.230
C 4.641 0.634 -3.901 -0.227
C 3.491 -0.063 -3.177 -0.272
C 2.214 0.772 -3.128 -0.100
H 5.377 -1.709 -5.314 0.064
H 4.859 -2.140 -6.939 0.068
H 6.058 -0.865 -6.709 0.074
H 3.112 -0.737 -5.871 0.097
H 3.810 0.081 -7.250 0.104
H 3.570 1.681 -5.453 0.100
H 5.265 1.435 -5.790 0.109
H 4.871 1.570 -3.382 0.110
H 5.540 0.017 -3.814 0.101
H 3.806 -0.281 -2.153 0.095
H 3.277 -1.029 -3.643 0.098
H 2.391 1.720 -2.615 0.077
H 1.428 0.241 -2.587 0.051
H 1.833 0.989 -4.126 0.067
C -3.942 0.097 1.037 -0.113
C -5.424 -0.112 0.739 -0.266
C -5.716 -1.467 0.096 -0.226
C -5.048 -1.686 -1.264 -0.227
C -5.400 -0.649 -2.330 -0.268
C -6.886 -0.622 -2.678 -0.112
H -3.339 0.073 0.128 0.057
H -3.780 1.068 1.510 0.068
H -3.569 -0.675 1.714 0.074
H -5.789 0.698 0.103 0.099
H -5.986 -0.042 1.674 0.105
H -6.798 -1.588 -0.004 0.100
H -5.388 -2.260 0.776 0.109
H -5.326 -2.679 -1.629 0.111
H -3.962 -1.707 -1.137 0.082
H -4.831 -0.875 -3.235 0.104
H -5.083 0.347 -2.009 0.098
H -7.213 -1.595 -3.052 0.075
H -7.086 0.119 -3.454 0.069
H -7.500 -0.365 -1.815 0.064
```

The SMILES is N#COc1ccc2c(c1)Nc1ccccc1S2.CCCCCC.CCCCCC.CCCCCC. Its lowest unoccupied orbital energy is 0.5 eV. Its HOMO energy is -8.7 eV. The orbital gap comes out at 9.221 eV.

=====

Entry 4:
Formula: C11H14N4O4
Source: the OMol25 dataset
Level of theory: ωB97M-V/def2-TZVPD

Structure (XYZ):
```
33
Properties=species:S:1:pos:R:3:lowdin_charge:R:1
N -1.145 -2.792 0.258 0.141
C -0.628 -1.731 0.078 -0.169
C -0.276 -0.271 -0.020 -0.073
C 0.964 0.057 -0.075 -0.181
N 1.978 -0.922 -0.261 0.018
C 1.881 -2.265 -0.165 -0.285
C 3.271 -2.795 -0.330 -0.332
O 4.241 -2.280 0.389 -0.043
H 3.931 -2.666 1.254 0.132
H 3.379 -3.803 -0.647 0.100
H 3.681 -2.003 -1.391 0.205
H 1.465 -2.536 0.612 0.024
H 1.302 -2.681 -1.145 0.186
H 2.895 -0.214 -0.045 0.189
C 1.102 1.487 -0.167 -0.038
C -0.058 2.339 0.118 0.014
C -1.239 1.758 0.072 -0.090
C -1.569 0.483 0.114 -0.362
N -2.681 0.157 0.042 0.096
H -2.947 -0.894 0.072 0.184
C -4.045 0.822 -0.037 -0.084
C -5.293 0.007 0.539 -0.151
O -5.211 -0.998 -0.529 -0.171
H -5.985 -1.673 -0.215 0.167
H -6.106 0.667 0.127 0.148
H -4.954 -0.487 1.379 0.097
H -4.138 1.065 -0.951 0.043
H -3.923 1.801 0.752 0.178
H -2.170 2.585 0.139 0.164
H 0.256 3.391 0.059 0.128
N 2.395 2.213 -0.124 -0.400
O 2.420 3.295 -0.205 0.177
O 3.424 1.433 -0.076 -0.012
```

Its lowest unoccupied orbital energy is 0.2 eV. Its HOMO energy is -8.1 eV. The energy relative to the best compared isomer or geometry (same formula, charge and spin) comes out at 1027.42 kJ/mol. The orbital gap comes out at 8.307 eV.

=====

Entry 5:
Formula: C11H9F5IN2O3PmTe
Source: the OMol25 dataset
Level of theory: ωB97M-V/def2-TZVPD

Structure (XYZ):
```
33
Properties=species:S:1:pos:R:3:lowdin_charge:R:1
Pm -1.068 -1.214 0.427 1.451
N -3.358 -0.075 0.735 -0.041
N -3.581 -1.403 1.256 -0.065
C -3.431 -2.493 0.263 -0.738
O -4.157 -3.445 0.410 0.097
O -2.531 -2.267 -0.598 -0.208
H -3.462 0.589 1.508 0.109
H -4.068 0.170 0.027 0.122
H -4.492 -1.520 1.714 0.146
I 0.800 -2.346 -1.794 0.991
C 1.776 -0.353 -1.767 -0.509
C 3.051 -0.344 -2.252 -0.158
C 3.749 0.871 -2.318 -0.078
C 3.125 2.029 -1.961 -0.033
C 1.794 2.025 -1.495 -0.170
C 1.138 3.239 -1.206 -0.044
C -0.159 3.242 -0.784 -0.092
C -0.824 2.028 -0.537 -0.155
C -0.249 0.778 -0.761 -0.244
C 1.079 0.795 -1.320 -0.265
H 3.521 -1.257 -2.579 0.088
H 4.767 0.874 -2.671 0.105
H 3.637 2.978 -2.031 0.113
H 1.683 4.163 -1.331 0.110
H -0.670 4.176 -0.604 0.099
H -1.852 2.094 -0.179 0.067
F 1.368 -1.113 1.338 -0.442
Te 0.413 -1.795 2.953 1.875
F 1.545 -0.724 4.022 -0.343
F 1.885 -2.999 2.931 -0.340
F -0.299 -3.091 1.561 -0.473
F -0.190 -2.885 4.378 -0.341
O -0.940 -0.727 2.667 -0.632
```

The spin multiplicity is 5. Its expectation value of S² is 6.01. Its lowest unoccupied orbital energy (alpha / beta) is -2.3 / -2.3 eV. Its HOMO energy (alpha / beta) is -8.2 / -8.2 eV. The energy relative to the best compared isomer or geometry (same formula, charge and spin) comes out at 61.40 kJ/mol. The orbital gap (alpha / beta) comes out at 5.962 / 5.983 eV.

=====

Entry 6:
Formula: C44H63IrN2O2P2Si
Source: the OMol25 dataset
Level of theory: ωB97M-V/def2-TZVPD

Structure (XYZ):
```
115
Properties=species:S:1:pos:R:3:lowdin_charge:R:1
Ir -0.230 -0.216 0.052 0.724
C -1.504 3.317 -0.580 -0.167
Si -0.167 2.160 -0.037 0.537
C 0.099 2.513 1.770 -0.319
C 0.615 3.764 2.122 -0.077
C 0.780 4.124 3.454 -0.040
C 0.434 3.223 4.453 -0.029
C -0.068 1.973 4.116 -0.073
C -0.253 1.623 2.778 -0.372
P -0.848 -0.009 2.287 1.014
C -0.189 -1.281 3.412 -0.374
C -0.646 -1.241 4.902 -0.187
C 0.548 -1.222 5.858 -0.191
C 1.476 -2.405 5.575 -0.165
C 1.962 -2.423 4.102 -0.159
C 1.345 -1.294 3.277 -0.237
C -2.682 -0.140 2.160 -0.390
C -3.350 1.165 1.709 -0.187
C -3.441 2.227 2.822 -0.159
C -3.516 1.581 4.216 -0.174
C -4.257 0.249 4.159 -0.169
C -3.477 -0.786 3.327 -0.154
C 1.286 2.416 -1.164 -0.285
C 1.427 3.636 -1.837 -0.073
C 2.390 3.805 -2.822 -0.036
C 3.207 2.740 -3.181 -0.034
C 3.083 1.523 -2.523 -0.080
C 2.143 1.365 -1.504 -0.365
P 2.084 -0.179 -0.552 1.023
C 2.291 -1.533 -1.793 -0.388
C 3.679 -2.189 -1.862 -0.169
C 4.020 -3.040 -0.617 -0.170
C 2.756 -3.548 0.094 -0.186
C 1.707 -3.911 -0.952 -0.175
C 1.193 -2.640 -1.647 -0.188
C 3.467 -0.031 0.678 -0.376
C 3.074 0.939 1.822 -0.202
C 3.767 2.294 1.689 -0.176
C 5.291 2.136 1.815 -0.171
C 5.769 0.813 1.194 -0.170
C 4.829 0.370 0.070 -0.187
H -1.243 4.314 -0.209 0.057
H -2.484 3.063 -0.173 0.026
H -1.590 3.362 -1.671 0.047
H 0.909 4.468 1.345 0.116
H 1.182 5.098 3.710 0.122
H 0.555 3.489 5.496 0.121
H -0.319 1.286 4.912 0.088
H -0.556 -2.207 2.952 0.126
H -1.218 -2.148 5.107 0.121
H -1.315 -0.407 5.113 0.083
H 0.174 -1.283 6.880 0.124
H 1.098 -0.279 5.778 0.109
H 0.934 -3.327 5.797 0.116
H 2.326 -2.373 6.254 0.114
H 1.713 -3.380 3.635 0.113
H 3.048 -2.327 4.061 0.114
H 1.615 -1.413 2.226 0.055
H 1.746 -0.333 3.600 0.090
H -2.738 -0.837 1.326 0.053
H -4.360 0.890 1.388 0.122
H -2.851 1.570 0.829 0.049
H -4.326 2.840 2.646 0.122
H -2.582 2.897 2.780 0.099
H -3.990 2.263 4.922 0.123
H -2.501 1.404 4.589 0.079
H -5.247 0.410 3.722 0.118
H -4.418 -0.143 5.164 0.120
H -4.174 -1.499 2.883 0.114
H -2.823 -1.370 3.969 0.076
H 0.774 4.470 -1.595 0.107
H 2.489 4.761 -3.323 0.121
H 3.940 2.855 -3.969 0.122
H 3.729 0.700 -2.811 0.111
H 2.101 -0.995 -2.721 0.107
H 4.454 -1.448 -2.052 0.095
H 3.654 -2.834 -2.743 0.129
H 4.650 -2.483 0.076 0.092
H 4.607 -3.900 -0.941 0.124
H 2.341 -2.775 0.759 0.076
H 2.999 -4.404 0.723 0.122
H 0.871 -4.452 -0.507 0.116
H 2.159 -4.580 -1.688 0.126
H 0.340 -2.255 -1.077 0.038
H 0.807 -2.886 -2.637 0.125
H 3.565 -1.034 1.095 0.086
H 3.374 0.490 2.772 0.119
H 1.999 1.064 1.863 0.042
H 3.396 2.968 2.462 0.107
H 3.509 2.746 0.725 0.109
H 5.576 2.165 2.869 0.115
H 5.785 2.979 1.330 0.115
H 5.810 0.025 1.954 0.119
H 6.779 0.923 0.802 0.118
H 5.269 -0.468 -0.466 0.094
H 4.720 1.196 -0.636 0.105
O -7.554 -1.604 -0.801 -0.033
C -6.787 -1.993 0.320 -0.243
N -5.959 -3.154 0.107 0.113
C -4.755 -3.215 -0.532 -0.431
O -4.150 -4.254 -0.700 0.101
C -4.107 -1.932 -1.004 -0.089
C -4.718 -0.937 -1.759 0.049
C -3.941 0.109 -2.246 0.002
C -2.607 0.162 -1.916 -0.113
N -2.010 -0.789 -1.158 -0.075
C -2.753 -1.831 -0.759 -0.094
H -8.320 -2.179 -0.908 0.108
H -7.414 -2.197 1.184 0.137
H -6.148 -1.144 0.550 0.114
H -6.350 -4.063 0.308 0.158
H -5.780 -0.984 -1.977 0.122
H -4.373 0.879 -2.873 0.129
H -1.974 0.966 -2.273 0.105
H -2.247 -2.642 -0.243 0.135
```

Its lowest unoccupied orbital energy is -6.9 eV. Its HOMO energy is -13.9 eV. Its charge is +2. The energy relative to the best compared isomer or geometry (same formula, charge and spin) comes out at 0.00 kJ/mol. The orbital gap comes out at 6.936 eV.

=====

no.,calculated total energy (Eh)
1,-725.01427
2,-754.40167
3,-1794.12954
4,-947.06148
5,-2433.26491
6,-3050.54625